# 1
Entry from OMol25: C12H8F3N3O2S2 as an isolated structure in a non-equilibrium geometry (ωB97M-V/def2-TZVPD).

```
30
Properties=species:S:1:pos:R:3:mulliken_charge:R:1
O 0.462 3.056 -3.119 -0.607
S 0.667 3.133 -1.661 1.190
O 1.482 4.313 -1.365 -0.616
C 1.568 1.642 -1.148 0.240
C 2.986 1.483 -1.721 -0.678
C 3.814 0.316 -1.434 -0.694
C 3.324 -0.790 -0.518 0.623
N 3.971 -1.955 -0.127 -0.612
S 2.852 -2.691 0.900 0.170
N 1.525 -1.674 0.897 -0.394
C 1.906 -0.625 0.062 0.364
C 1.062 0.590 -0.283 0.028
C -0.974 3.365 -0.796 0.676
F -1.096 4.729 -0.562 -0.205
F -1.072 2.759 0.430 -0.190
F -1.971 3.035 -1.671 -0.197
H 3.369 2.312 -2.382 0.345
H 4.825 0.263 -1.916 0.326
H 0.028 0.645 0.142 0.246
N -1.768 -0.978 0.821 -0.198
C -2.599 -1.734 0.093 -0.241
C -3.351 -2.775 0.613 -0.568
C -3.234 -3.055 1.965 -0.113
C -2.379 -2.288 2.741 -0.719
C -1.674 -1.267 2.124 -0.024
H -2.654 -1.479 -0.961 0.376
H -4.009 -3.351 -0.023 0.370
H -3.804 -3.862 2.410 0.361
H -2.262 -2.478 3.800 0.369
H -0.995 -0.638 2.690 0.373
```

The value obtained for the total energy is -50958.1503 eV. Its frontier orbital gap is 0.2974 Eh.

# 2
Entry from OMol25: a 3-piece molecular cluster, C2H9OS overall in a non-equilibrium geometry (ωB97M-V/def2-TZVPD).

```
13
Properties=species:S:1:pos:R:3:mulliken_charge:R:1
O -1.762 -0.704 -0.633 -0.640
H -2.636 -0.338 -0.476 0.328
H -2.471 -2.266 1.514 -0.017
H -1.945 -1.588 -1.013 0.328
C 1.540 0.837 0.731 -0.655
C 1.654 1.162 -0.703 0.065
S 0.883 0.407 -1.961 0.011
H 2.375 0.159 0.945 0.310
H 1.553 1.826 1.219 0.309
H 0.566 0.400 0.910 0.270
H -1.824 -2.153 1.826 0.019
H 2.412 1.907 -0.951 0.354
H -0.345 0.350 -1.409 0.319
```

The value obtained for the total energy is -15093.1852 eV. The relative energy (zero: lowest compared OMol25 entry of this formula, charge and spin) is 53.8 kcal/mol. Its frontier orbital gap is 0.3411 Eh. The charge is +1.

# 3
Entry from OMol25: C25H23CoF3N6S2 as an isolated structure in a non-equilibrium geometry (ωB97M-V/def2-TZVPD).

```
60
Properties=species:S:1:pos:R:3:mulliken_charge:R:1
Co 0.382 -0.202 -0.915 0.124
F -4.262 -2.249 0.035 -0.219
C -4.270 -2.098 -1.302 0.562
F -5.568 -2.020 -1.651 -0.327
F -3.814 -3.242 -1.829 -0.238
C -3.497 -0.890 -1.744 -0.295
C -4.125 0.119 -2.451 -0.225
C -3.396 1.243 -2.826 -0.973
C -2.071 1.321 -2.437 -0.499
N -1.462 0.369 -1.746 0.170
C -2.134 -0.754 -1.412 1.017
S -1.195 -1.903 -0.568 -0.500
H -5.171 0.033 -2.697 0.527
H -3.858 2.041 -3.380 0.426
H -1.471 2.187 -2.677 0.563
S 4.300 -2.439 -0.803 -0.394
C 4.273 -1.728 0.778 0.900
C 5.127 -1.989 1.835 -0.701
C 4.955 -1.274 3.003 -0.504
C 3.973 -0.291 3.088 -0.849
C 3.121 -0.038 2.034 0.313
C 3.226 -0.787 0.864 -0.656
N 2.454 -0.702 -0.265 -0.254
C 2.914 -1.471 -1.222 1.250
C 2.327 -1.528 -2.529 0.520
C 2.900 -2.286 -3.555 -0.928
C 2.278 -2.354 -4.780 -0.738
C 1.105 -1.643 -4.988 -0.785
C 0.560 -0.864 -3.980 0.275
C 1.139 -0.791 -2.718 -0.154
H 5.902 -2.729 1.737 0.408
H 5.594 -1.462 3.850 0.398
H 3.876 0.286 3.993 0.422
H 2.391 0.747 2.107 0.060
H 3.825 -2.821 -3.374 0.342
H 2.694 -2.962 -5.571 0.394
H 0.601 -1.709 -5.942 0.400
H -0.349 -0.314 -4.187 0.304
C -2.093 1.407 0.920 -0.780
N -2.465 2.082 2.149 0.181
C -1.618 3.257 2.308 -0.672
N -0.207 2.894 2.349 0.101
C 0.121 2.211 1.107 -0.920
N -0.674 0.989 0.913 0.975
C -0.501 0.103 2.087 -0.877
N -0.832 0.773 3.332 0.108
C -2.228 1.184 3.276 -0.655
C -0.008 1.967 3.462 -0.702
H -2.270 2.095 0.087 0.161
H -2.733 0.529 0.795 0.125
H -1.884 3.772 3.235 0.347
H -1.788 3.936 1.466 0.352
H 1.185 1.962 1.097 0.149
H -0.078 2.890 0.272 0.294
H 0.529 -0.248 2.133 0.041
H -1.162 -0.759 1.968 0.341
H -2.486 1.703 4.203 0.347
H -2.859 0.298 3.171 0.344
H 1.044 1.676 3.502 0.266
H -0.264 2.473 4.395 0.338
```

The value obtained for the total energy is -102689.4970 eV. Its frontier orbital gap (spin up / spin down) is 0.2794 / 0.2724 Eh. Its expectation value of S² is 0.913. The spin multiplicity is 2.

# 4
Entry from OMol25: C5H9NO as an isolated structure (ωB97M-V/def2-TZVPD).

```
16
Properties=species:S:1:pos:R:3:mulliken_charge:R:1
C -0.705 -1.571 1.347 -1.431
C 0.428 -0.867 0.612 0.497
C 0.632 -1.280 -0.872 -0.532
N 0.351 0.108 -1.317 -0.656
C -0.163 2.640 -0.670 -0.678
C 0.189 0.450 -0.091 0.427
O -0.069 1.667 0.380 -0.428
H -1.644 -1.496 0.788 0.348
H -0.871 -1.171 2.352 0.353
H -0.466 -2.637 1.447 0.353
H 1.348 -0.884 1.207 0.337
H 1.640 -1.607 -1.144 0.269
H -0.105 -1.996 -1.250 0.302
H -0.145 3.620 -0.195 0.230
H 0.674 2.526 -1.364 0.327
H -1.092 2.497 -1.230 0.282
```

The value obtained for the total energy is -8867.2227 eV. The relative energy (zero: lowest compared OMol25 entry of this formula, charge and spin) is 45.9 kcal/mol. Its frontier orbital gap is 0.3940 Eh.

# 5
Entry from OMol25: C44H50AsBN5O5S2Ti as an isolated structure in a non-equilibrium geometry (ωB97M-V/def2-TZVPD).

```
109
Properties=species:S:1:pos:R:3:mulliken_charge:R:1
Ti -0.333 -0.733 0.267 -1.003
C -2.571 1.471 3.640 -0.942
C -2.168 0.339 2.925 -0.146
N -1.950 0.348 1.620 -0.021
C -2.207 1.494 0.940 -0.294
C -2.634 2.689 1.567 1.298
C -2.800 2.650 2.973 -0.894
C -2.868 3.817 0.758 -0.869
C -2.658 3.747 -0.600 -1.084
C -2.241 2.573 -1.223 0.550
C -2.014 1.424 -0.472 -0.998
N -1.577 0.207 -0.929 0.906
C -2.034 -0.361 -2.072 0.238
C -3.072 0.100 -2.884 -0.889
C -3.427 -0.572 -4.052 -0.916
C -2.760 -1.697 -4.470 -1.045
C -1.739 -2.235 -3.668 1.192
C -0.983 -3.372 -4.019 -0.964
C -0.037 -3.845 -3.150 -1.049
C 0.121 -3.218 -1.906 -0.183
N -0.545 -2.139 -1.561 0.586
C -1.424 -1.609 -2.432 -0.107
H -2.718 1.392 4.708 0.458
H -2.007 -0.607 3.431 0.446
H -3.118 3.538 3.504 0.470
H -3.208 4.734 1.218 0.501
H -2.810 4.627 -1.211 0.470
H -2.030 2.554 -2.281 0.636
H -3.618 0.988 -2.604 0.659
H -4.229 -0.173 -4.658 0.400
H -3.011 -2.182 -5.402 0.414
H -1.155 -3.844 -4.977 0.418
H 0.567 -4.706 -3.395 0.455
H 0.821 -3.620 -1.181 0.336
C -3.053 -6.434 2.537 -0.767
O -1.661 -6.538 2.703 -0.470
C -0.891 -5.474 2.332 0.780
C 0.500 -5.653 2.410 -1.096
C 1.347 -4.665 1.989 -1.454
C 0.888 -3.437 1.445 0.437
C 1.756 -2.489 0.841 0.835
C 3.267 -2.630 0.873 -1.757
O 1.323 -1.450 0.202 0.612
C -0.538 -3.222 1.473 0.418
O -1.085 -2.089 1.144 -0.062
C -1.383 -4.259 1.899 -0.435
H -3.464 -7.406 2.803 0.241
H -3.312 -6.196 1.500 0.316
H -3.478 -5.672 3.198 0.294
H 0.875 -6.592 2.784 0.455
H 2.408 -4.835 2.070 0.391
H 3.607 -3.649 1.025 0.591
H 3.672 -2.010 1.676 0.165
H 3.668 -2.262 -0.074 0.065
H -2.442 -4.044 1.871 0.411
C 2.192 -1.402 7.574 -2.107
C 2.208 0.127 7.490 1.954
C 3.623 0.620 7.820 -1.658
C 1.209 0.663 8.521 -1.660
C 1.817 0.621 6.104 0.199
C 1.823 1.990 5.830 0.002
C 1.495 2.515 4.587 -2.378
C 1.149 1.613 3.605 1.544
O 0.800 1.812 2.304 -0.299
B 0.588 0.547 1.709 0.967
O 0.814 -0.414 2.720 0.250
C 1.143 0.241 3.858 -0.635
C 1.462 -0.271 5.097 -0.584
H 2.490 -1.722 8.570 0.427
H 2.881 -1.844 6.859 0.425
H 1.191 -1.784 7.388 0.402
H 3.933 0.251 8.794 0.451
H 3.669 1.704 7.839 0.328
H 4.333 0.266 7.077 0.376
H 1.478 0.320 9.517 0.456
H 0.209 0.303 8.292 0.368
H 1.186 1.748 8.528 0.329
H 2.095 2.682 6.612 0.474
H 1.524 3.577 4.396 0.503
H 1.430 -1.337 5.243 0.672
C 4.346 -0.754 -3.234 -1.278
As 3.037 0.566 -2.562 0.877
C 3.584 2.204 -3.485 -0.994
C 3.493 0.779 -0.676 -0.362
S 1.153 -0.049 -3.135 -0.420
H 5.378 -0.499 -3.001 0.411
H 4.218 -0.831 -4.314 0.385
H 4.097 -1.724 -2.798 0.315
H 4.641 2.410 -3.328 0.379
H 2.975 3.030 -3.117 0.247
H 3.384 2.072 -4.550 0.351
H 4.555 0.601 -0.519 0.573
H 2.890 0.065 -0.112 -0.646
H 3.225 1.782 -0.352 0.371
C -0.040 5.791 -1.926 -0.987
N 0.324 5.421 -0.595 0.372
C 0.297 6.360 0.502 -0.717
C 0.722 5.499 1.705 -0.485
N 1.178 4.273 1.082 0.026
C 0.793 4.217 -0.215 -0.189
S 0.931 2.895 -1.196 -0.660
H -1.066 6.164 -1.948 0.310
H 0.036 4.902 -2.549 0.299
H 0.625 6.567 -2.312 0.309
H -0.708 6.775 0.623 0.369
H 0.998 7.186 0.325 0.336
H -0.118 5.310 2.383 0.196
H 1.539 5.952 2.272 0.408
H 1.200 3.404 1.611 0.397
```

The value obtained for the total energy is -170433.0536 eV. Its frontier orbital gap (spin up / spin down) is 0.1838 / 0.2454 Eh. Its expectation value of S² is 0.781. The spin multiplicity is 2.

# 6
Entry from OMol25: C5H20HfN13O14 as an isolated structure in a non-equilibrium geometry (ωB97M-V/def2-TZVPD).

```
53
Properties=species:S:1:pos:R:3:mulliken_charge:R:1
Hf 0.497 3.052 2.143 1.828
N -0.483 0.414 -0.143 0.582
O -0.284 1.299 0.684 0.078
O -0.007 -0.737 -0.003 -0.671
O -0.942 0.792 -1.136 -0.819
N -3.112 3.455 1.822 0.753
O -3.910 2.608 2.078 -0.625
O -3.462 4.642 1.816 -0.629
O -1.971 3.292 1.726 -0.357
N 3.376 1.220 1.498 0.803
O 4.069 1.185 2.541 -0.562
O 3.900 1.275 0.431 -0.563
O 2.190 1.365 1.568 -0.385
C -0.519 -4.027 -2.169 0.606
O -1.641 -4.151 -1.701 -0.690
N 0.340 -3.117 -1.878 -0.119
N -0.119 -4.892 -3.069 -0.444
H -0.086 -2.409 -1.297 0.121
H 1.242 -2.895 -2.272 0.225
H -0.718 -5.684 -3.254 0.259
H 0.869 -5.095 -3.010 0.196
C -1.384 0.297 3.613 0.643
O -0.787 1.233 3.275 -0.488
N -2.699 0.248 3.936 -0.473
N -0.878 -0.853 3.850 -0.295
H -3.230 1.086 3.744 0.169
H -3.321 -0.527 4.114 0.200
H 0.068 -1.128 3.629 0.191
H -1.538 -1.401 4.383 0.140
C 2.674 -2.298 2.534 0.718
O 2.502 -1.380 3.267 -0.593
N 3.742 -3.031 2.595 -0.460
N 1.813 -2.664 1.634 -0.341
H 4.536 -2.657 3.095 0.235
H 3.886 -3.909 2.115 0.161
H 2.301 -3.156 0.899 0.196
H 1.035 -2.049 1.444 0.162
C 0.189 -0.626 -4.466 0.573
O 0.656 -0.917 -5.621 -0.762
N -0.993 -0.266 -4.202 -0.234
N 0.892 -0.695 -3.359 -0.360
H -1.297 -0.085 -3.256 0.189
H -1.601 0.091 -4.925 0.228
H 0.341 -0.565 -2.524 0.158
H 1.794 -1.135 -3.474 0.236
C -0.636 4.195 -1.240 0.478
O -0.055 3.813 -0.217 -0.605
N -0.808 5.429 -1.622 -0.407
N -1.309 3.430 -1.963 -0.242
H -1.540 5.682 -2.270 0.173
H -0.335 6.072 -1.003 0.241
H -2.037 3.733 -2.593 0.213
H -1.211 2.445 -1.765 0.367
```

The value obtained for the total energy is -54839.5383 eV. Its frontier orbital gap (spin up / spin down) is 0.2176 / 0.2324 Eh. Its expectation value of S² is 0.751. The spin multiplicity is 2.